[1]
{"formula": "C24H65Mn2N3O26S6", "method": "the ωB97M-V functional and the def2-TZVPD basis", "species": ["Mn", "Mn", "N", "O", "O", "O", "N", "O", "O", "O", "O", "H", "O", "H", "C", "C", "N", "C", "C", "C", "C", "H", "H", "H", "H", "H", "H", "H", "H", "H", "H", "H", "H", "H", "H", "H", "O", "S", "O", "O", "C", "C", "C", "H", "H", "H", "H", "H", "H", "H", "H", "O", "S", "O", "O", "C", "C", "C", "H", "H", "H", "H", "H", "H", "H", "H", "O", "S", "O", "O", "C", "C", "C", "H", "H", "H", "H", "H", "H", "H", "H", "O", "S", "O", "O", "C", "C", "C", "H", "H", "H", "H", "H", "H", "H", "H", "O", "S", "O", "O", "C", "C", "C", "H", "H", "H", "H", "H", "H", "H", "H", "O", "S", "O", "O", "C", "C", "C", "H", "H", "H", "H", "H", "H", "H", "H"], "coordinates": [[3.76114, 16.75326, -10.35364], [3.27265, 16.77861, -6.44306], [1.00355, 15.52042, -6.62588], [1.03262, 16.75863, -6.76688], [0.02517, 14.96109, -6.12348], [2.05379, 14.95091, -6.87550], [6.48238, 18.03289, -11.38311], [7.57304, 18.43135, -10.96206], [6.26219, 17.71380, -12.49845], [5.54718, 17.75474, -10.64499], [3.19596, 17.18897, -8.49200], [2.37971, 17.71514, -8.59879], [3.56659, 16.44185, -4.51439], [3.68379, 15.48077, -4.38354], [3.40467, 20.06098, -10.04125], [3.22223, 19.64324, -11.54737], [2.65346, 18.25486, -11.58504], [2.72493, 17.80367, -12.98132], [2.08953, 16.44253, -13.27544], [1.26438, 18.31111, -11.14900], [0.28597, 19.24390, -11.90450], [3.23700, 19.29452, -9.28459], [2.72244, 20.81954, -9.65753], [4.43858, 20.33552, -9.83204], [2.67973, 20.32337, -12.20405], [4.24452, 19.62077, -11.92488], [2.31146, 18.58734, -13.61614], [3.77475, 17.75862, -13.27109], [1.00899, 16.33558, -13.18018], [2.14429, 16.20687, -14.33825], [2.47771, 15.56989, -12.75017], [1.22102, 18.36881, -10.06139], [0.87234, 17.29792, -11.23758], [0.11669, 19.01778, -12.95726], [0.49155, 20.28151, -11.64144], [-0.72317, 19.13815, -11.50631], [3.01987, 18.96421, -5.98935], [2.43334, 20.00899, -5.12468], [3.25399, 20.90871, -4.25803], [1.34527, 20.89442, -6.01971], [0.76681, 22.04147, -5.50436], [-0.25110, 22.47264, -6.52466], [1.16181, 19.18433, -3.95422], [1.50865, 22.83045, -5.38075], [0.18243, 21.83348, -4.60807], [0.20173, 22.93678, -7.40080], [-0.98390, 23.15155, -6.08858], [-0.73548, 21.60322, -6.96917], [0.51414, 18.62263, -4.62736], [0.59037, 19.90862, -3.37375], [1.74694, 18.57960, -3.26138], [2.55019, 15.07479, -10.34712], [1.61384, 13.94593, -10.67483], [0.66536, 14.05433, -11.78262], [2.55884, 12.54278, -10.74817], [1.94096, 11.32211, -11.37105], [1.93253, 11.20652, -12.87244], [0.63163, 13.54841, -9.18027], [0.91853, 11.36613, -10.99581], [2.36550, 10.40012, -10.97380], [2.94076, 11.14917, -13.28265], [1.56777, 12.10492, -13.37036], [1.46806, 10.24448, -13.08890], [-0.04465, 14.37415, -8.95915], [1.30380, 13.22647, -8.38488], [-0.08481, 12.78571, -9.48541], [8.72217, 16.32975, -1.83951], [8.18925, 15.33030, -2.78821], [8.76163, 15.13749, -4.11834], [8.08502, 13.79800, -2.03969], [7.81541, 12.56962, -2.77516], [9.24661, 11.92179, -2.72752], [6.29225, 15.73639, -2.92597], [7.42041, 12.57840, -3.79104], [7.22674, 11.89402, -2.15458], [9.29034, 11.57160, -1.69623], [10.12287, 12.54364, -2.91073], [9.32124, 10.97575, -3.26374], [5.72350, 15.27084, -2.12105], [5.88673, 15.20114, -3.78454], [6.13459, 16.79730, -3.12018], [5.39445, 17.62252, -6.48674], [6.12755, 18.84623, -6.12108], [5.59103, 20.16438, -6.37875], [6.56119, 18.75181, -4.51649], [7.40471, 19.66478, -3.89028], [6.50387, 20.44034, -2.80639], [7.75813, 18.75164, -6.95686], [7.82718, 20.37033, -4.60570], [8.26977, 19.29402, -3.34045], [6.04804, 19.68334, -2.16822], [5.76099, 21.05313, -3.31699], [7.19627, 21.08799, -2.26858], [7.52146, 18.87194, -8.01404], [8.06941, 17.75872, -6.63235], [8.38092, 19.52110, -6.50060], [5.31111, 14.80232, -6.77491], [5.31776, 14.28791, -8.14053], [4.93219, 15.09295, -9.30881], [6.86488, 13.66216, -8.38945], [7.92685, 14.33008, -7.72214], [8.42877, 15.35391, -8.68460], [4.49540, 12.60689, -8.13645], [8.81048, 13.70871, -7.57654], [7.53654, 14.74034, -6.79077], [8.98553, 14.97320, -9.54086], [9.12695, 15.92295, -8.07074], [7.72082, 16.16831, -8.83840], [4.39531, 12.33323, -9.18678], [3.50132, 12.79516, -7.73090], [5.16614, 12.04217, -7.48892], [4.00965, 11.84736, -2.75299], [3.40369, 11.55557, -4.04603], [4.23301, 11.18744, -5.17008], [2.35958, 10.27249, -3.76303], [2.05778, 10.14945, -2.39867], [1.15252, 8.95282, -2.24462], [2.15937, 12.89582, -4.49885], [1.57738, 11.01286, -1.93842], [3.02263, 9.96914, -1.92469], [1.18867, 8.57110, -1.22429], [1.47944, 8.20205, -2.96405], [0.16715, 9.38217, -2.42574], [2.83394, 13.71874, -4.73519], [1.47449, 13.30735, -3.75745], [1.73170, 12.66290, -5.47402]], "homo_lumo_gap_ha": [0.273, 0.322], "homo_energy_ev": [-7.450, -8.778], "s2": 30.007, "total_energy_ha": -7764.70408, "multiplicity": 11}



[2]
{"formula": "C24H65N6O14PS3", "method": "the ωB97M-V functional and the def2-TZVPD basis", "species": ["N", "H", "H", "H", "H", "N", "H", "H", "H", "H", "N", "H", "H", "H", "H", "N", "H", "H", "H", "H", "N", "H", "H", "H", "H", "N", "H", "H", "H", "H", "C", "C", "C", "O", "C", "C", "C", "O", "O", "O", "H", "H", "C", "C", "C", "S", "O", "O", "C", "H", "H", "H", "H", "H", "H", "H", "H", "C", "C", "C", "S", "O", "O", "C", "H", "H", "H", "H", "H", "H", "H", "H", "C", "C", "C", "S", "O", "O", "C", "H", "H", "H", "H", "H", "H", "H", "H", "C", "C", "O", "P", "O", "O", "C", "C", "O", "C", "C", "H", "H", "H", "H", "H", "H", "H", "H", "H", "H", "H", "H", "H", "H", "H"], "coordinates": [[0.35494, 7.08977, 1.12265], [1.24238, 6.81939, 0.72334], [0.15647, 8.07657, 1.03949], [0.39995, 6.98944, 2.12666], [-0.35936, 6.39630, 0.95246], [3.18108, -1.67567, 2.16387], [3.31290, -1.31856, 3.09938], [2.46073, -2.38231, 2.12072], [3.99155, -1.98280, 1.64532], [2.74468, -0.93275, 1.63687], [4.80823, 1.79461, 0.92470], [3.94639, 2.03205, 1.39476], [5.57210, 2.28318, 1.36957], [4.67977, 2.17583, -0.00172], [4.95434, 0.79627, 0.87926], [0.70127, 2.38092, -4.69202], [0.71340, 2.86987, -5.57569], [1.53238, 2.73589, -4.24108], [0.43396, 1.40709, -4.67413], [0.21028, 2.82745, -3.93068], [4.08571, 0.42437, -2.44951], [4.92800, 0.24001, -1.92353], [3.40223, 0.23447, -1.73056], [4.05815, -0.13078, -3.29280], [3.97888, 1.41502, -2.61473], [-1.10531, 5.78008, -2.81374], [-1.51924, 6.48639, -2.22223], [-1.25331, 4.84921, -2.45085], [-0.12359, 6.00194, -2.89807], [-1.37302, 5.85290, -3.78489], [0.65186, 2.90617, 1.47559], [-0.09883, 3.38138, 0.46883], [-0.02850, 2.75567, -0.95941], [-0.64402, 3.14959, -1.99592], [0.84945, 1.71219, -1.20542], [1.75984, 1.09160, -0.22700], [1.65445, 1.77515, 1.21058], [2.47284, 1.52652, 2.07346], [2.49681, 0.19493, -0.48928], [-0.89912, 4.38066, 0.80961], [0.53572, 3.28913, 2.47872], [0.88519, 1.14970, -2.12668], [0.53523, 1.34063, 7.27519], [-0.15972, 1.79876, 5.97231], [0.24561, 0.92595, 4.73585], [1.32003, -0.42673, 5.44180], [2.52004, -0.58894, 4.60339], [0.38031, -1.52147, 5.76972], [1.86796, 0.53851, 7.02329], [-0.22683, 0.67015, 7.67246], [0.64361, 2.09585, 8.05364], [0.10142, 2.82985, 5.73406], [-1.24235, 1.92436, 5.98776], [0.84434, 1.36180, 3.93607], [-0.59597, 0.45301, 4.22972], [2.70998, 1.20640, 6.84162], [2.16792, -0.26695, 7.69364], [-3.32198, 0.78719, -1.86362], [-4.57499, 0.84447, -2.79972], [-4.74199, 2.25223, -3.45055], [-4.30685, 3.28545, -1.98170], [-5.55259, 3.68672, -1.29365], [-3.39506, 4.36407, -2.33978], [-3.46213, 1.98448, -0.92273], [-2.58148, 1.02666, -2.62678], [-3.08763, -0.17669, -1.41182], [-5.41639, 0.46931, -2.21714], [-4.44559, 0.03881, -3.52238], [-5.75438, 2.45855, -3.79785], [-3.93306, 2.33920, -4.17590], [-4.26707, 1.80162, -0.21088], [-2.59522, 2.45202, -0.45584], [-0.69322, -3.61703, -3.99393], [0.06608, -3.26480, -5.35944], [1.19411, -2.19448, -5.24403], [0.60640, -1.14957, -3.87636], [-0.16205, -0.08506, -4.51126], [1.83166, -0.77142, -3.22976], [-0.56565, -2.37240, -2.98233], [-0.13857, -4.53101, -3.78157], [-1.72139, -3.94823, -4.13983], [-0.51075, -3.07285, -6.26416], [0.58208, -4.17320, -5.67033], [1.67009, -1.65311, -6.06163], [1.99650, -2.59923, -4.62724], [-1.50897, -1.88595, -2.73412], [-0.04198, -2.54982, -2.04298], [-0.89262, -0.50031, 1.08432], [-1.55889, -1.84904, 1.38286], [-1.19408, -2.63422, 0.33304], [-0.08107, -3.75864, 0.79857], [1.28643, -3.24984, 1.07856], [-0.22720, -5.01975, -0.21811], [-1.28924, -5.93021, -0.10529], [-1.61841, -6.40328, -1.54222], [-0.76359, -4.35236, 2.10939], [-0.01787, -5.32362, 2.89142], [-0.57179, -5.58625, 4.25610], [0.12968, -0.59338, 1.45083], [-0.79013, -0.32199, 0.01390], [-1.22260, 0.25183, 1.80090], [-1.44845, -2.21670, 2.40303], [-2.62848, -1.77801, 1.18531], [-0.76491, -6.73715, 0.40658], [-2.17557, -5.65031, 0.46409], [-2.48052, -7.06546, -1.62209], [-1.95827, -5.61904, -2.21865], [-0.77732, -6.89467, -2.03131], [0.17729, -6.16723, 2.22935], [0.94354, -4.83589, 3.05242], [0.15426, -6.17124, 4.82067], [-0.70654, -4.57222, 4.63250], [-1.55476, -5.95696, 4.54669]], "homo_lumo_gap_ha": [0.202, 0.145], "homo_energy_ev": [-19.661, -19.661], "total_charge": 5, "s2": 0.787, "total_energy_ha": -3869.24018, "multiplicity": 2}